No. 1
The following is a DFT calculation (ωB97M-V/def2-TZVPD) of a cluster of 3 separate species, C5H8ClN in total at a distorted geometry.

The value obtained for the total energy is -19324.63872 eV. The LUMO energy is 0.65 eV. As for the energy relative to the best compared isomer or geometry (same formula, charge and spin): 2.313 eV. As for the SMILES: C=C=C.CC#N.Cl. As for the HOMO energy: -9.71 eV.

Structure (XYZ):
```
15
Properties=species:S:1:pos:R:3:nbo_charge:R:1
C -0.2293 1.1361 0.9296 0.356
H -1.2677 0.0797 2.2681 0.262
C 0.1184 -1.1306 -0.6878 0.108
H 1.6669 -1.0574 0.7168 0.204
N -0.2158 1.8125 0.0224 -0.385
H 0.2741 0.9286 2.9114 0.264
Cl 0.1178 2.1977 -3.2242 -0.334
C -0.2306 0.3108 2.0640 -0.734
H 0.0741 2.1430 -1.9172 0.307
H 2.1400 -0.6896 -1.0353 0.238
H -1.3943 -2.3474 -1.2139 0.234
C -1.0107 -1.3474 -1.1564 -0.496
H -1.6413 -0.4659 -1.2938 0.238
C 1.3499 -0.9406 -0.2927 -0.523
H 0.2487 -0.6296 1.9089 0.260
```

No. 2
The following is a DFT calculation (ωB97M-V/def2-TZVPD) of the ion C5H8ClN2O with charge +1 at a distorted geometry.

The value obtained for the total energy is -22855.26545 eV. The LUMO energy is -5.76 eV. As for the energy relative to the best compared isomer or geometry (same formula, charge and spin): 2.844 eV. As for the HOMO energy: -14.32 eV. As for the charge: +1.

Structure (XYZ):
```
17
Properties=species:S:1:pos:R:3:nbo_charge:R:1
C 1.7124 0.5756 -0.4718 -0.424
N 0.4654 -0.0549 -0.0802 -0.346
H -0.1668 1.4624 1.2206 0.254
H 1.7206 0.5869 -1.5289 0.232
H 1.0146 -1.9953 -0.0799 0.227
C -0.6270 0.8530 0.4473 -0.319
H -3.6864 -1.0062 0.0892 0.150
C -2.9959 -0.1901 -0.2628 0.370
H -1.1118 -2.6775 0.6311 0.413
H -0.9717 1.5572 -0.4412 0.283
C 0.2403 -1.3110 0.1037 0.344
H 1.8192 1.6485 -0.0549 0.241
C -1.9354 0.1060 0.8115 0.112
Cl -2.5081 0.1684 2.3639 0.239
H 2.6089 0.0064 -0.0027 0.241
O -3.0019 0.2007 -1.3698 -0.418
N -0.9138 -1.7719 0.3648 -0.598
```

No. 3
The following is a DFT calculation (ωB97M-V/def2-TZVPD) of an isolated molecule of C5H8ClN3O2S at a distorted geometry.

The value obtained for the total energy is -37234.61299 eV. The LUMO energy is 0.74 eV. As for the SMILES: CN(C)S(=O)(=O)n1nccc1Cl. As for the HOMO energy: -9.40 eV.

Structure (XYZ):
```
20
Properties=species:S:1:pos:R:3:nbo_charge:R:1
H -1.2249 1.5504 -3.6444 0.223
O -0.5169 1.7323 1.8585 -0.877
H 0.2462 -2.4537 0.3545 0.214
C -0.8139 1.2549 -2.8029 -0.335
H -1.1125 -1.9045 0.9367 0.247
C -0.9777 1.7152 -1.5125 0.116
N -0.2038 0.9218 -0.7061 -0.406
C 0.0878 0.1501 -2.6561 -0.026
H 2.3207 -0.7082 2.5311 0.221
O -1.9801 0.0415 0.8544 -0.913
H 0.3452 -0.5729 -3.3469 0.205
S -0.6517 0.5119 1.1035 2.389
C 1.6854 -0.2995 1.6892 -0.460
Cl -1.9136 2.9972 -0.8553 0.068
N 0.2998 -0.6975 1.6480 -0.622
H 0.0801 -2.6201 2.0636 0.204
H 2.2845 -0.3374 0.8142 0.219
C -0.1086 -1.9905 1.1975 -0.424
H 1.7958 0.7998 1.8768 0.244
N 0.3582 -0.0908 -1.4037 -0.288
```

No. 4
The following is a DFT calculation (ωB97M-V/def2-TZVPD) of an isolated molecule of C5H8ClNO at a distorted geometry.

The value obtained for the total energy is -21373.03793 eV. The LUMO energy is 0.86 eV. As for the energy relative to the best compared isomer or geometry (same formula, charge and spin): 2.268 eV. As for the SMILES: Cl[C@@H]1COC[C@@]12CN2. As for the HOMO energy: -9.72 eV.

Structure (XYZ):
```
16
Properties=species:S:1:pos:R:3:nbo_charge:R:1
H 1.8359 -1.1740 1.6763 0.213
H -0.5811 2.3648 0.1606 0.201
C -0.7350 -1.1385 -0.2058 -0.080
C -0.9600 1.4241 -0.2570 -0.249
H -1.1995 0.6531 -2.1725 0.361
H 1.6297 1.2644 0.3962 0.245
C 0.9221 -0.7102 1.2710 -0.099
C -0.1169 0.2369 -0.4887 0.001
H -0.7674 -1.8326 -1.0639 0.195
O 0.1032 -1.7724 0.7589 -0.512
H -2.0018 1.2067 0.1077 0.193
H 0.3996 -0.2388 2.1092 0.181
H -1.7382 -1.1009 0.2018 0.179
Cl 2.4629 -0.5188 -1.0183 -0.112
C 1.2316 0.2779 0.1398 -0.161
N -0.4850 1.0582 -1.6151 -0.556
```

No. 5
The following is a DFT calculation (ωB97M-V/def2-TZVPD) of an isolated molecule of C5H8ClNO at a distorted geometry.

The value obtained for the total energy is -21371.88813 eV. The LUMO energy is 0.82 eV. As for the energy relative to the best compared isomer or geometry (same formula, charge and spin): 3.418 eV. As for the SMILES: CO/N=C(C)\C=C/Cl. As for the HOMO energy: -9.05 eV.

Structure (XYZ):
```
16
Properties=species:S:1:pos:R:3:nbo_charge:R:1
H -2.7816 -2.0836 0.6870 0.220
H 3.0571 -0.0189 -1.4999 0.184
Cl -3.3903 -0.1744 -0.6256 0.001
C -2.3270 -1.2386 0.1985 -0.205
H 3.5424 -1.3493 -0.3276 0.197
C -1.1081 1.6333 0.2139 -0.644
H 3.2449 0.4631 0.2074 0.192
C 2.9916 -0.3728 -0.4712 -0.253
H -0.4890 -1.7542 0.8568 0.231
O 1.5962 -0.7109 -0.2495 -0.399
H -1.7192 1.9443 -0.5914 0.231
C -0.3084 0.3506 0.0515 0.199
H -0.4155 2.4630 0.4659 0.230
N 0.8958 0.4499 -0.2889 -0.135
C -1.0143 -1.0058 0.3086 -0.268
H -1.7746 1.4044 1.0645 0.219
```

No. 6
The following is a DFT calculation (ωB97M-V/def2-TZVPD) of an isolated molecule of C5H8ClNS at a distorted geometry.

The value obtained for the total energy is -30160.54861 eV. The LUMO energy is 0.28 eV. As for the energy relative to the best compared isomer or geometry (same formula, charge and spin): 1.616 eV. As for the SMILES: C=C(CCl)NC(C)=S. As for the HOMO energy: -8.18 eV.

Structure (XYZ):
```
16
Properties=species:S:1:pos:R:3:nbo_charge:R:1
H 0.8294 0.1947 1.4843 0.203
C -0.5664 1.5077 -0.0341 -0.384
H 2.1372 0.8027 0.3399 0.245
C 1.2214 -1.0944 -0.0098 0.156
C -1.0479 0.0544 -0.3259 0.139
H -0.2387 -1.5335 -1.2212 0.396
H -1.4566 2.2066 0.2137 0.239
S 2.2716 -2.3708 -0.2798 -0.171
H -2.4605 -1.5501 -0.4801 0.227
Cl 0.2356 1.9366 -1.6608 -0.067
H 0.0319 1.6708 0.8094 0.230
H 2.6227 -0.6249 1.5585 0.276
H -3.1511 0.2455 -0.3324 0.218
N 0.0624 -0.8536 -0.6639 -0.592
C -2.2529 -0.4895 -0.3841 -0.412
C 1.7617 -0.1022 0.9862 -0.703
```

No. 7
The following is a DFT calculation (ωB97M-V/def2-TZVPD) of an isolated molecule of C5H8F2 at a distorted geometry.

The value obtained for the total energy is -10748.66688 eV. The LUMO energy is 0.98 eV. As for the energy relative to the best compared isomer or geometry (same formula, charge and spin): 0.707 eV. As for the SMILES: CC(C)C=C(F)F. As for the HOMO energy: -9.37 eV.

Structure (XYZ):
```
15
Properties=species:S:1:pos:R:3:nbo_charge:R:1
F 0.3804 -2.0223 -0.2088 -0.284
C 0.3154 1.5383 -1.7267 -0.609
H -0.0963 2.7566 0.9326 0.208
H 1.1100 1.6411 1.6539 0.211
H 1.6366 2.7803 0.4155 0.208
C -0.4279 -1.2073 0.3267 0.749
H 1.5560 0.4120 -0.4382 0.206
H -0.4903 2.2953 -1.7178 0.205
H -1.3056 0.6038 0.6814 0.219
H 1.2387 2.0319 -2.1407 0.207
C 0.6408 1.0149 -0.3370 -0.217
H 0.0172 0.6283 -2.2698 0.215
F -1.3400 -1.8680 1.0461 -0.326
C 0.8134 2.1810 0.7302 -0.608
C -0.5132 0.1169 0.2313 -0.386
```

No. 8
The following is a DFT calculation (ωB97M-V/def2-TZVPD) of an isolated molecule of C5H8F3NO at a distorted geometry.

The value obtained for the total energy is -17002.26494 eV. The LUMO energy is 0.34 eV. As for the energy relative to the best compared isomer or geometry (same formula, charge and spin): 1.981 eV. As for the HOMO energy: -6.73 eV.

Structure (XYZ):
```
18
Properties=species:S:1:pos:R:3:nbo_charge:R:1
N -1.4007 -0.5942 1.2345 -0.572
H -2.8371 0.8941 0.8099 0.195
F 2.2684 2.5584 -0.2410 -0.345
H -1.3561 1.4423 1.6319 0.231
C 1.5732 0.3262 -0.5918 -0.359
H -0.0105 -1.6426 -1.4851 0.252
O 0.4058 0.3624 0.1354 -0.353
C -0.1540 -1.9160 -0.4348 -0.705
C 2.1598 1.5646 -1.1533 0.920
H -2.0133 -1.3945 1.1596 0.393
C -0.3614 -0.6555 0.3491 0.606
F 1.4889 2.1608 -2.2011 -0.368
H 1.7742 -0.5382 -1.2052 0.164
F 3.3888 1.3200 -1.6208 -0.325
C -2.0829 0.6372 1.5638 -0.420
H 0.7397 -2.4520 -0.1158 0.251
H -1.0099 -2.5798 -0.3647 0.223
H -2.5730 0.5069 2.5292 0.211
```

What is the HOMO in the first record?
-9.71 eV

What is the HOMO in the fourth record?
-9.72 eV

Among the records above, which one has the lowest HOMO?
C5H8ClN2O

Among the records above, which one has the lowest LUMO?
C5H8ClN2O